C2H8NO | ωB97M-V/def2-TZVPD

```
! wB97M-V def2-TZVPD RIJCOSX def2/J DEFGRID3
* xyz 0 2
O -0.88 -0.97 0.77
C -1.09 0.19 1.10
C -0.26 1.36 0.56
H -1.94 0.44 1.75
H 0.19 1.84 1.42
H -0.90 2.12 0.10
H 0.51 1.06 -0.09
N 0.87 -1.22 -1.14
H 1.71 -0.92 -0.60
H 0.03 -1.10 -0.47
H 0.81 -0.63 -1.97
H 0.94 -2.18 -1.44
*
```

Orbital gap (alpha / beta)   3.6 / 8.0 eV
Energy relative to the best compared isomer or geometry (same formula, charge and spin)   41.2 kcal per mole
⟨S²⟩   0.75
Largest force on an atom   0.1112 hartree/bohr